No. 1
This record from the OMol25 dataset describes a structure of composition C31H35F9MnN4OP2. The level of theory is ωB97M-V/def2-TZVPD.

Values from the calculation:
Net charge: 0
⟨S²⟩: 8.783
E_HOMO (spin up / spin down) in eV: -8.39 / -8.39
Multiplicity: 6
Frontier orbital gap (spin up / spin down) in eV: 6.53 / 6.26
Lowest unoccupied orbital energy (spin up / spin down) in eV: -1.85 / -2.13

Geometry (Å):
Mn: 1.4290 0.2324 -1.9912
C: -0.4630 -2.2858 0.9358
C: 0.2334 -2.5128 -0.1609
C: -0.2377 -3.2204 -1.3886
C: -0.9955 -2.5038 -2.5231
C: -1.9384 -1.3371 -2.2603
C: -2.5419 -1.1252 -1.0957
C: -2.8530 -2.1589 -0.0526
C: -1.9256 -2.1120 1.1936
C: 0.4044 2.0434 -2.5845
H: 0.1498 -2.1974 1.8443
H: 1.3131 -2.2910 -0.1955
H: -0.8897 -4.0159 -1.0173
H: 0.6769 -3.6957 -1.8230
H: -0.2750 -2.2800 -3.3396
H: -1.6541 -3.2537 -2.9676
H: -2.0375 -0.6199 -3.0873
H: -2.7825 -0.1037 -0.7873
H: -2.8685 -3.1754 -0.4736
H: -3.8779 -1.8916 0.3091
H: -2.0654 -1.1355 1.6940
H: -2.2209 -2.8936 1.9442
H: -0.0445 2.1457 -1.5639
H: -0.4135 1.9629 -3.3187
H: 1.2666 2.7233 -2.8345
P: -1.9151 -3.3638 -6.3469
P: 0.4238 -5.4518 -4.9698
N: -3.6369 -3.2777 -6.3473
N: -1.8207 -3.0371 -8.1206
N: -0.4886 -6.5956 -3.9673
N: 1.7705 -6.5797 -5.2487
C: -1.8939 -5.1877 -6.5721
C: -0.4549 -5.7804 -6.5836
C: -4.3649 -2.2588 -5.7125
C: -5.7238 -2.4214 -5.9902
C: -5.8463 -3.5949 -6.8378
C: -4.5553 -4.1045 -7.0224
C: -1.0902 -1.9811 -8.6575
C: -1.1375 -2.0551 -10.0588
C: -1.9395 -3.1999 -10.3992
C: -2.3578 -3.7637 -9.1840
C: -0.8714 -6.2933 -2.6469
C: -1.8419 -7.1980 -2.2436
C: -2.0505 -8.1210 -3.3196
C: -1.2282 -7.7222 -4.3712
C: 1.7680 -7.9844 -5.3445
C: 3.0460 -8.4011 -5.7051
C: 3.8375 -7.2208 -5.9187
C: 3.0157 -6.1251 -5.7009
H: -2.3135 -5.5432 -7.5280
H: -2.4985 -5.5942 -5.7273
H: -0.4980 -6.8776 -6.7548
H: 0.1789 -5.3446 -7.3838
H: -3.8407 -1.5572 -5.0856
H: -6.5410 -1.8025 -5.6167
H: -6.7763 -4.0090 -7.2393
H: -4.2676 -5.0476 -7.4977
H: -0.6129 -1.2917 -7.9843
H: -0.6386 -1.3689 -10.7395
H: -2.1610 -3.5583 -11.3942
H: -2.9878 -4.6250 -9.0413
H: -0.3846 -5.4726 -2.1233
H: -2.3712 -7.1731 -1.2972
H: -2.7291 -8.9645 -3.3268
H: -1.1309 -8.1534 -5.3620
H: 0.8769 -8.5569 -5.1185
H: 3.3681 -9.4373 -5.7782
H: 4.8701 -7.1934 -6.2150
H: 3.1914 -5.0605 -5.7600
F: -0.7698 3.2678 0.8616
C: -0.7184 2.1845 1.6424
F: -0.7304 2.6239 2.9475
F: -1.8455 1.4524 1.4765
C: 0.6116 1.2150 1.2687
O: 0.6666 0.5734 0.1043
C: 1.8114 2.2428 1.4226
F: 1.6874 3.2721 2.3264
F: 2.9273 1.5404 1.8149
F: 2.0994 2.8104 0.2228
C: 0.7325 0.4162 2.6955
F: 1.2748 1.0909 3.7583
F: -0.4557 -0.0739 3.1562
F: 1.5379 -0.6423 2.4713

Atom charges from the Mulliken analysis, given in e for atoms 1 to 2:
1 Mn 0.468
2 C -1.523


No. 2
This record from the OMol25 dataset describes an isolated molecule of C31H35N3O4. The level of theory is ωB97M-V/def2-TZVPD.

Values from the calculation:
Net charge: 0
ΔE to the lowest compared entry with this formula, charge and spin in kcal per mole: 0.0
Structure (SMILES): COc1ccc(CN(C(=O)Cc2c[nH]c3ccccc23)[C@H](C(=O)NC2CCCCC2)c2ccc(C)o2)cc1
E_HOMO in eV: -7.93
Frontier orbital gap in eV: 8.66
Lowest unoccupied orbital energy in eV: 0.73

Geometry (Å):
C: 6.8544 -1.6212 2.8100
O: 5.7300 -2.4606 2.9069
C: 4.5152 -1.9674 2.5289
C: 3.4378 -2.8462 2.6466
C: 2.1730 -2.4549 2.2663
C: 1.9444 -1.1786 1.7648
C: 0.5595 -0.7608 1.3283
N: 0.5831 0.0510 0.1311
C: 0.4735 1.3916 0.0341
O: 0.4592 1.9427 -1.0608
C: 0.3429 2.2368 1.2934
C: -0.9786 2.9382 1.2346
C: -1.1775 4.2448 0.8975
N: -2.5143 4.5324 0.8854
C: -3.2124 3.4049 1.2040
C: -4.5817 3.1958 1.3067
C: -5.0123 1.9306 1.6410
C: -4.1025 0.8948 1.8686
C: -2.7440 1.0960 1.7686
C: -2.2746 2.3667 1.4320
C: 0.6979 -0.6963 -1.1357
C: -0.7502 -0.9882 -1.5800
O: -1.3444 -2.0077 -1.2936
N: -1.2791 0.0372 -2.2635
C: -2.6738 0.1033 -2.6504
C: -2.7932 0.3587 -4.1537
C: -4.2607 0.4468 -4.5623
C: -4.9685 1.5516 -3.7836
C: -4.8514 1.3006 -2.2835
C: -3.3875 1.2067 -1.8679
C: 1.5472 -1.9120 -1.0064
C: 1.2643 -3.2327 -0.8261
C: 2.5112 -3.9008 -0.7808
C: 3.4694 -2.9436 -0.9345
C: 4.9547 -3.0219 -0.9422
O: 2.8911 -1.7343 -1.0810
C: 3.0151 -0.3046 1.6652
C: 4.2919 -0.6868 2.0386
H: 7.6976 -2.2170 3.1558
H: 7.0345 -1.3061 1.7767
H: 6.7526 -0.7365 3.4468
H: 3.6235 -3.8378 3.0271
H: 1.3522 -3.1515 2.3478
H: 0.0671 -0.2192 2.1389
H: -0.0417 -1.6494 1.1110
H: 1.1347 2.9883 1.2532
H: 0.4495 1.6672 2.2134
H: -0.4501 4.9981 0.6634
H: -2.9169 5.4271 0.6658
H: -5.2813 3.9995 1.1283
H: -6.0699 1.7311 1.7270
H: -4.4780 -0.0854 2.1222
H: -2.0610 0.2779 1.9364
H: 1.1737 -0.0148 -1.8511
H: -0.7511 0.9023 -2.3083
H: -3.1102 -0.8700 -2.4031
H: -2.2962 -0.4445 -4.7005
H: -2.2875 1.2968 -4.3950
H: -4.3339 0.6395 -5.6346
H: -4.7491 -0.5086 -4.3591
H: -6.0202 1.5954 -4.0736
H: -4.5133 2.5145 -4.0267
H: -5.3375 2.1035 -1.7258
H: -5.3565 0.3659 -2.0312
H: -3.3151 1.0004 -0.7997
H: -2.8858 2.1589 -2.0598
H: 0.2887 -3.6656 -0.7530
H: 2.6715 -4.9513 -0.6506
H: 5.2881 -3.8728 -1.5316
H: 5.3642 -2.1071 -1.3627
H: 5.3321 -3.1412 0.0734
H: 2.8621 0.6884 1.2687
H: 5.0999 0.0198 1.9337

Atom charges from the Mulliken analysis, given in e for atoms 1 to 2:
1 C -0.835
2 O -0.465


No. 3
This record from the OMol25 dataset describes a cluster of 2 separate species, C31H35N6O2 in total. The level of theory is ωB97M-V/def2-TZVPD.

Values from the calculation:
Net charge: +1
E_HOMO in eV: -9.80
Frontier orbital gap in eV: 5.35
Lowest unoccupied orbital energy in eV: -4.45

Geometry (Å):
C: 6.0538 4.7246 0.2833
N: 5.6147 3.9088 -0.8335
C: 6.6495 3.6097 -1.8038
C: 4.3390 3.3438 -0.9067
C: 3.3606 3.8635 -1.7875
C: 2.1236 3.2708 -1.9036
C: 1.7969 2.0727 -1.1988
C: 0.6197 1.3157 -1.4935
C: -0.0665 1.3707 -2.7170
C: -1.4306 0.9134 -2.9945
C: -2.4246 0.3871 -2.1859
C: -3.6535 0.0470 -2.7839
C: -3.8871 0.2365 -4.1477
C: -2.8998 0.8026 -4.9680
C: -1.6877 1.1429 -4.3727
N: -0.5309 1.7080 -4.9269
C: -0.3306 2.0749 -6.3125
C: 0.4307 1.8280 -3.9688
C: 2.7316 1.6537 -0.2080
C: 3.9771 2.2353 -0.0929
H: 5.1996 4.9659 0.9296
H: 6.8241 4.2016 0.8766
H: 6.5022 5.6660 -0.0797
H: 6.2390 3.0191 -2.6330
H: 7.0894 4.5354 -2.2078
H: 7.4685 3.0371 -1.3326
H: 3.6060 4.7683 -2.3622
H: 1.3764 3.7182 -2.5516
H: 0.2527 0.5920 -0.7582
H: -2.2451 0.2696 -1.1228
H: -4.4433 -0.3781 -2.1688
H: -4.8358 -0.0719 -4.5741
H: -3.0640 0.9353 -6.0343
H: -1.2084 1.7942 -6.8998
H: -0.1649 3.1521 -6.4067
H: 0.5500 1.5567 -6.6974
H: 1.4215 2.2206 -4.1679
H: 2.4539 0.8171 0.4327
H: 4.7094 1.8217 0.6095
C: 0.5776 1.3338 4.8056
C: 0.7135 0.3629 3.6662
O: 1.6663 0.4048 2.8890
N: -0.3015 -0.6094 3.6048
C: -1.3219 -0.6202 4.6604
C: -1.8445 -2.0150 4.8830
N: -2.2280 -2.6706 3.6564
C: -2.9951 -3.8802 3.8160
C: -3.6198 -4.3336 2.5229
N: -2.6669 -4.3088 1.4156
C: -2.8216 -5.2983 0.4165
C: -4.1162 -6.0758 0.5063
O: -1.9643 -5.5287 -0.4298
C: -1.6737 -3.3042 1.3713
C: -0.9573 -2.9565 0.2079
N: -0.1286 -1.8996 0.1439
C: 0.2048 -1.2861 1.2801
C: -0.4748 -1.4737 2.5005
C: -1.4564 -2.4963 2.5311
H: -0.4181 1.7914 4.8059
H: 0.7461 0.8274 5.7660
H: 1.3290 2.1179 4.7024
H: -0.8799 -0.2826 5.6019
H: -2.1183 0.0883 4.3889
H: -1.0790 -2.6180 5.4037
H: -2.7157 -1.9746 5.5431
H: -2.3565 -4.6758 4.2199
H: -3.7875 -3.6965 4.5493
H: -3.9660 -5.3589 2.6859
H: -4.4971 -3.7209 2.2472
H: -4.9712 -5.4036 0.6422
H: -4.2642 -6.6452 -0.4142
H: -4.0948 -6.7983 1.3358
H: -1.0587 -3.5454 -0.6926
H: 1.0228 -0.5806 1.2385

Atom charges from the Mulliken analysis, given in e for atoms 1 to 2:
1 C -0.986
2 N 0.252


No. 4
This record from the OMol25 dataset describes a structure of composition C31H36AlN7O5. The level of theory is ωB97M-V/def2-TZVPD.

Values from the calculation:
Net charge: +2
ΔE to the lowest compared entry with this formula, charge and spin in kcal per mole: 109.2
E_HOMO in eV: -13.51
Frontier orbital gap in eV: 8.07
Lowest unoccupied orbital energy in eV: -5.44

Geometry (Å):
Al: -1.1372 0.5679 -0.1838
C: -0.2892 0.4402 -4.5103
O: -1.6364 0.5358 -4.0379
C: -1.6759 0.5982 -2.6490
N: -0.4129 1.1401 -2.0240
C: 0.5484 -0.4917 -3.6358
C: 2.0223 -0.2432 -3.7674
C: 2.6788 -0.7543 -4.8826
C: 4.0312 -0.5118 -5.0673
C: 4.7376 0.2376 -4.1367
C: 4.0852 0.7511 -3.0261
C: 2.7286 0.5178 -2.8430
C: -2.8315 1.4331 -2.1664
C: -3.8733 2.0783 -2.8139
C: -4.6443 2.9557 -2.0568
C: -4.3247 3.2545 -0.7257
C: -3.2688 2.5662 -0.1765
N: -2.6421 1.6301 -0.8756
C: -2.4692 2.7918 1.0537
N: -1.3564 2.1652 1.1675
C: -0.7611 2.5529 2.4515
C: -1.6565 3.7395 2.8817
O: -2.8143 3.6537 1.9790
C: 0.7053 2.8858 2.3394
C: 1.4267 3.1344 3.5057
C: 2.7732 3.4542 3.4410
C: 3.4172 3.5173 2.2103
C: 2.7043 3.2718 1.0477
C: 1.3503 2.9596 1.1100
H: 0.1676 1.4285 -4.5165
H: -0.3296 0.0552 -5.5270
H: 0.3156 -1.5405 -3.8226
H: 2.1374 -1.3541 -5.6061
H: 4.5350 -0.9134 -5.9361
H: 5.7936 0.4225 -4.2797
H: 4.6318 1.3462 -2.3060
H: 2.2150 0.9640 -2.0003
H: -4.0445 1.9326 -3.8707
H: -5.4711 3.4729 -2.5251
H: -4.8489 4.0232 -0.1762
H: -0.8922 1.7081 3.1358
H: -1.1815 4.7020 2.7039
H: -2.0269 3.6819 3.8995
H: 0.9355 3.0756 4.4716
H: 3.3221 3.6544 4.3514
H: 4.4686 3.7666 2.1610
H: 3.1949 3.3414 0.0855
H: 0.7964 2.8157 0.1877
N: 0.6001 -0.1526 0.5794
C: 0.2221 -1.4717 1.1658
C: 1.2687 -2.0613 2.1092
C: 1.6925 -3.4839 1.7784
C: 0.5852 -4.5189 1.9004
N: 0.0328 -4.5273 3.2572
C: -1.2387 -4.4203 3.6255
N: -2.2331 -4.5377 2.7490
N: -1.5343 -4.2826 4.9187
C: -1.1783 -1.2970 1.7930
O: -1.5026 -1.9307 2.7771
O: -1.9154 -0.4538 1.1428
H: 1.3864 -0.2433 -0.0607
H: 0.9176 0.4714 1.3248
H: 0.0469 -2.1273 0.3049
H: 0.8820 -2.0223 3.1290
H: 2.1612 -1.4318 2.0851
H: 2.5066 -3.7752 2.4479
H: 2.1031 -3.5450 0.7669
H: 0.9912 -5.5064 1.6790
H: -0.2106 -4.3406 1.1789
H: 0.7096 -4.5756 4.0035
H: -2.0498 -4.5927 1.7655
H: -3.1627 -4.2624 3.0167
H: -0.8151 -4.0904 5.5938
H: -2.4835 -4.1323 5.2144
C: -1.8185 -2.0127 -2.4517
C: -1.4005 -0.7013 -1.8821
O: 0.1484 -0.3058 -2.2315
H: -1.9516 -2.0058 -3.5370
H: -2.7775 -2.2703 -1.9953
H: -1.1162 -2.8068 -2.1869

Atom charges from the Mulliken analysis, given in e for atoms 1 to 2:
1 Al -0.066
2 C -0.835


No. 5
This record from the OMol25 dataset describes a structure of composition C31H36BHfN8O2S. The level of theory is ωB97M-V/def2-TZVPD.

Values from the calculation:
Net charge: +1
ΔE to the lowest compared entry with this formula, charge and spin in kcal per mole: 32.2
E_HOMO (spin up / spin down) in eV: -8.25 / -8.25
Frontier orbital gap (spin up / spin down) in eV: 4.97 / 4.98
Lowest unoccupied orbital energy (spin up / spin down) in eV: -3.27 / -3.27

Geometry (Å):
Hf: 0.9971 -0.2387 -0.4192
C: 1.0174 -3.0834 -3.7332
C: 0.3292 -2.5279 -2.6563
N: 1.0172 -1.4825 -2.1725
N: 2.1666 -1.3055 -3.0094
C: 2.1596 -2.3187 -3.8980
B: 3.3976 -0.3890 -2.5878
N: 2.7863 1.0772 -2.3531
C: 3.2430 2.2609 -2.9091
C: 2.9592 3.3231 -2.0764
C: 2.2614 2.7817 -0.9623
N: 2.1617 1.4460 -1.1114
N: 3.8301 -0.8249 -1.1144
C: 5.0182 -0.7964 -0.4931
C: 4.8505 -1.1934 0.8476
C: 3.4889 -1.4160 1.0050
N: 2.8443 -1.1626 -0.1385
H: 0.6662 -3.9314 -4.3400
H: -0.5576 -2.8658 -2.1495
H: 2.9735 -2.4226 -4.5797
H: 4.2630 -0.3363 -3.4171
H: 3.7878 2.1762 -3.8168
H: 3.1819 4.3708 -2.2510
H: 2.0268 3.2892 -0.0602
H: 5.9472 -0.5024 -0.9729
H: 5.6088 -1.3217 1.6254
H: 3.0910 -1.8306 1.9232
C: -2.6490 -0.4609 -2.0637
C: -1.8322 0.1996 -3.0377
C: -1.3288 1.3783 -2.4315
C: -1.7363 1.4567 -1.0698
C: -2.5545 0.2926 -0.8483
C: -3.3575 -0.0217 0.3813
C: -1.5137 2.5973 -0.1624
C: -0.5014 2.3961 -3.1588
C: -1.5596 -0.2028 -4.4232
C: -3.4282 -1.7498 -2.1760
H: -3.2849 -1.0830 0.6256
H: -4.4580 0.1948 0.2330
H: -2.9939 0.5785 1.2163
H: -0.4911 2.9755 -0.2214
H: -1.7671 2.3438 0.8806
H: -2.1838 3.4094 -0.4977
H: 0.2937 1.9338 -3.7390
H: -0.0054 3.1139 -2.5108
H: -1.1603 2.9656 -3.8863
H: -0.4767 -0.1431 -4.6240
H: -2.0665 0.4206 -5.1696
H: -1.8743 -1.2342 -4.6033
H: -3.0962 -2.5048 -1.4356
H: -3.3078 -2.1505 -3.2253
H: -4.5010 -1.5521 -2.0487
C: -3.1623 3.2643 5.8555
C: -2.2682 2.5070 4.9297
C: -1.0889 3.1578 4.4421
C: -0.1684 2.4658 3.6752
C: -0.4177 1.1220 3.3662
C: -1.5656 0.4736 3.8130
C: -2.5118 1.1988 4.5178
S: 0.8523 0.2841 2.4637
O: 1.3248 1.1506 1.3314
O: 1.8152 -0.1759 3.4372
N: 0.1533 -0.8174 1.4979
C: 0.0169 -2.1829 1.6571
C: 0.2313 -2.7900 2.8901
C: 0.0813 -4.1617 2.9725
C: -0.3272 -4.8883 1.8052
C: -0.5125 -4.1884 0.6334
N: -0.3566 -2.8544 0.5708
H: -2.8450 4.3286 5.7793
H: -3.0050 2.9939 6.9183
H: -4.2320 3.1812 5.6148
H: -0.8968 4.1991 4.6970
H: 0.7633 2.9968 3.4133
H: -1.7938 -0.5638 3.5788
H: -3.4230 0.7791 4.8360
H: 0.5390 -2.0998 3.6854
H: 0.3395 -4.6513 3.8981
H: -0.4586 -5.9832 1.8567
H: -0.7658 -4.6741 -0.3197

Atom charges from the Mulliken analysis, given in e for atoms 1 to 2:
1 Hf -0.115
2 C -1.412


No. 6
This record from the OMol25 dataset describes a structure of composition C31H36Br2Ge2N3O2Ru. The level of theory is ωB97M-V/def2-TZVPD.

Values from the calculation:
Net charge: +2
ΔE to the lowest compared entry with this formula, charge and spin in kcal per mole: 0.0
⟨S²⟩: 8.832
E_HOMO (spin up / spin down) in eV: -13.24 / -13.60
Multiplicity: 6
Frontier orbital gap (spin up / spin down) in eV: 7.33 / 5.50
Lowest unoccupied orbital energy (spin up / spin down) in eV: -5.91 / -8.09

Geometry (Å):
Ru: 0.9111 0.3479 0.2368
Br: 3.7354 -3.0098 -2.5733
C: 3.9799 -2.6169 -0.7821
C: 4.9474 -3.2646 -0.0301
C: 5.1311 -2.9761 1.3128
Br: 6.4500 -3.8868 2.2471
C: 4.3149 -1.9974 1.9868
C: 4.4300 -1.6572 3.3462
C: 3.5807 -0.7149 3.8732
C: 2.6166 -0.1270 3.0512
N: 2.4921 -0.4291 1.7691
C: 3.3327 -1.3411 1.2391
C: 3.1500 -1.6118 -0.1887
O: 2.2899 -0.9724 -0.8301
H: 5.5733 -4.0104 -0.5001
H: 5.1781 -2.1346 3.9633
H: 3.6422 -0.4271 4.9124
H: 1.9222 0.6040 3.4478
C: -3.0639 2.4417 -1.0413
C: -1.5812 2.4142 -0.6922
Ge: -1.1044 1.5541 1.0531
C: -1.1765 2.8614 2.5215
C: -2.3325 3.8471 2.3708
C: -2.5317 0.2485 1.3851
C: -2.6517 -0.8322 0.5455
Ge: -0.8683 -1.3286 -0.2502
C: -0.2818 -2.9795 0.6743
C: -0.9321 -3.2056 2.0353
C: -0.9671 -1.4357 -2.2180
C: -1.5383 -2.7078 -2.8345
C: -3.8732 -1.5214 0.2808
C: -3.8524 -2.8112 -0.2963
C: -5.0231 -3.4979 -0.5258
C: -6.2425 -2.8975 -0.2206
C: -6.2938 -1.6141 0.3255
C: -5.1255 -0.9354 0.5796
H: -3.2362 2.9902 -1.9677
H: -3.6568 2.9196 -0.2598
H: -3.4570 1.4323 -1.1821
H: -1.1816 3.4297 -0.6012
H: -1.0128 1.9435 -1.4999
H: -0.2263 3.3973 2.5845
H: -1.2679 2.3051 3.4575
H: -2.2593 4.4188 1.4448
H: -2.3504 4.5582 3.1964
H: -3.2967 3.3351 2.3639
H: -3.2091 0.3310 2.2353
H: 0.8033 -2.9196 0.7959
H: -0.4562 -3.8234 0.0019
H: -0.8023 -2.3385 2.6887
H: -0.4957 -4.0664 2.5414
H: -2.0038 -3.3884 1.9514
H: 0.0669 -1.2967 -2.5536
H: -1.5143 -0.5556 -2.5652
H: -1.0863 -3.6075 -2.4134
H: -1.3506 -2.7224 -3.9079
H: -2.6184 -2.7764 -2.6989
H: -2.9018 -3.2747 -0.5295
H: -5.0014 -4.4942 -0.9437
H: -7.1629 -3.4336 -0.4100
H: -7.2498 -1.1619 0.5479
H: -5.1572 0.0636 0.9950
N: 4.1070 3.7782 -4.5449
C: 3.2061 2.9456 -3.9882
O: 2.6562 2.0443 -4.5869
C: 2.8779 3.1691 -2.5299
C: 3.0446 4.3534 -1.8278
C: 2.6403 4.4122 -0.4995
C: 2.0715 3.2938 0.0731
N: 1.9037 2.1459 -0.6010
C: 2.3029 2.0914 -1.8702
H: 4.3240 3.6545 -5.5207
H: 4.6295 4.4531 -4.0181
H: 3.4601 5.2333 -2.3011
H: 2.7475 5.3170 0.0804
H: 1.7204 3.3056 1.0977
H: 2.1554 1.1622 -2.4091

Atom charges from the Mulliken analysis, given in e for atoms 1 to 2:
1 Ru 0.711
2 Br -0.036